# C41H57N2O9P4Sc

A structure of composition C41H57N2O9P4Sc (the ωB97M-V functional and the def2-TZVPD basis, the OMol25 dataset).

```
! wB97M-V def2-TZVPD RIJCOSX def2/J DEFGRID3
* xyz 0 1
Sc -0.75908 1.22052 -0.90538
C 2.61242 -1.69309 -0.73221
C 2.91914 -0.23205 -1.07500
C 4.37983 -0.04855 -1.47251
P 1.60728 0.48321 -2.18576
C 1.56708 -0.42833 -3.79583
C 2.87702 -0.94211 -4.39735
C 0.59594 -1.61613 -3.67030
C 2.26365 2.15272 -2.46305
C 3.30371 2.44303 -3.34827
C 3.94851 3.66767 -3.35174
C 3.58143 4.59958 -2.38589
C 2.54025 4.34413 -1.51351
C 1.78988 3.15024 -1.57959
N 0.67743 2.91483 -0.77194
C 0.05645 4.01526 -0.13369
C -0.15561 5.25472 -0.74450
C -0.86408 6.25391 -0.09819
C -1.39474 6.04081 1.16803
C -1.21333 4.80618 1.77341
C -0.48358 3.80186 1.14524
P -0.35565 2.07030 1.69532
C -1.43147 1.97073 3.19588
C -1.85217 0.52303 3.49275
C -0.90638 2.63278 4.47015
C 1.42791 1.87193 2.17689
C 2.05010 2.95316 3.05634
C 1.68128 0.45653 2.71400
H 3.22874 -2.03008 0.10663
H 2.82169 -2.35382 -1.57821
H 1.56955 -1.81468 -0.45173
H 2.75214 0.36258 -0.16833
H 4.64229 -0.64098 -2.35094
H 5.01561 -0.38633 -0.64687
H 4.62212 0.99502 -1.67327
H 1.12275 0.31015 -4.46675
H 3.30255 -1.73705 -3.78001
H 3.64037 -0.17957 -4.53805
H 2.65982 -1.37628 -5.37787
H 1.03378 -2.40624 -3.05241
H 0.39362 -2.04013 -4.65741
H -0.35069 -1.33015 -3.22474
H 3.63038 1.68428 -4.04730
H 4.74216 3.87480 -4.05939
H 4.11475 5.54098 -2.30937
H 2.27787 5.08789 -0.77406
H 0.20763 5.41690 -1.75159
H -1.02276 7.20344 -0.59830
H -1.95888 6.81830 1.66851
H -1.66694 4.63118 2.74148
H -2.32395 2.50928 2.86277
H -1.02863 -0.04361 3.93616
H -2.17413 -0.00830 2.59792
H -2.68028 0.50872 4.20712
H -0.12423 2.01925 4.92356
H -1.71871 2.71419 5.19895
H -0.49894 3.62901 4.30276
H 1.89723 1.94807 1.19509
H 1.76300 2.84942 4.10313
H 1.77428 3.95482 2.71847
H 3.14071 2.87277 3.00635
H 1.23607 0.31844 3.70468
H 2.75542 0.27020 2.80994
H 1.26489 -0.30706 2.04725
C -5.38442 0.31807 -1.94374
C -4.20902 1.21000 -2.33759
O -4.58650 2.11343 -3.40551
P -3.76411 2.38209 -0.98360
O -4.41958 1.95264 0.38288
O -4.63468 3.65713 -1.30243
O -2.29718 2.67569 -0.89451
P -2.81623 0.21852 -3.07731
O -2.82734 -1.22506 -2.37070
O -3.18180 0.06508 -4.50532
O -1.48574 0.88345 -2.71300
H -6.21764 0.92453 -1.58719
H -5.09229 -0.38400 -1.16202
H -5.71075 -0.24311 -2.82080
H -4.33688 1.66702 -4.23502
H -3.91357 1.18604 0.72699
H -4.69683 3.80441 -2.26250
H -3.22308 -1.86116 -2.98441
C 2.86814 -5.72886 3.19382
C 2.14385 -5.58808 1.87707
C 2.40368 -6.47876 0.83994
C 1.76092 -6.36286 -0.38408
C 0.82568 -5.35903 -0.57020
C 0.54864 -4.46616 0.45852
N -0.40427 -3.43288 0.20710
C -1.61786 -3.32882 0.83659
C -2.17181 -4.43418 1.50886
C -3.42615 -4.35977 2.07418
C -4.18841 -3.19074 1.99637
C -3.64752 -2.09822 1.35963
C -2.36808 -2.13147 0.79302
C -1.83454 -0.89260 0.21084
O -0.62931 -0.80152 -0.18549
O -2.55467 0.14892 0.10230
C 1.21696 -4.55256 1.68755
C 0.97005 -3.55382 2.79168
H 3.51510 -6.60580 3.18744
H 2.16619 -5.82920 4.02680
H 3.48996 -4.85410 3.40405
H 3.12826 -7.27160 0.99449
H 1.97794 -7.06096 -1.18310
H 0.29087 -5.25564 -1.50803
H -0.08476 -2.59479 -0.24673
H -1.60344 -5.35483 1.55298
H -3.82940 -5.23012 2.57941
H -5.17849 -3.14358 2.43133
H -4.21242 -1.17646 1.29462
H 0.32956 -3.97703 3.57314
H 0.48143 -2.65583 2.41727
H 1.90704 -3.25573 3.26699
*
```

As for the maximum force: 1.30 eV Å⁻¹. The calculation puts the energy relative to the best compared isomer or geometry (same formula, charge and spin) at 0.00 kcal per mole. For the HOMO-LUMO gap, the calculation gives 7.211 eV. The value obtained for the electronic energy is -122719.590 eV.